Entry 1:
A cluster of 9 separate species, H18O9 in total at a distorted geometry. Source: the Open Molecules 2025 dataset; level of theory: ωB97M-V/def2-TZVPD.

XYZ file:
```
27
Properties=species:S:1:pos:R:3:forces:R:3:lowdin_charge:R:1
O 1.35210 -2.29901 -2.81669 1.89 -0.18 0.91 -0.06
H 1.52604 -1.40241 -3.11169 -0.43 0.40 -0.45 0.03
H 2.25225 -2.52183 -2.44562 -1.47 -0.18 -0.65 0.07
O 1.71944 1.80942 1.22862 -4.78 3.66 0.91 0.06
H 2.06526 1.49089 1.98574 1.92 -1.65 3.76 -0.01
H 2.17268 1.51528 0.53526 2.91 -1.86 -4.33 -0.04
O -1.45330 -0.52502 4.12993 3.07 -4.77 -1.12 0.00
H -0.54451 -0.48732 4.47085 -0.86 0.54 -0.02 0.05
H -1.93465 0.20593 4.27535 -2.16 4.23 1.11 -0.03
O -2.11709 -0.05851 0.63226 -1.87 -2.68 -3.34 -0.01
H -1.57955 -0.79731 0.25888 -0.74 0.91 0.55 0.05
H -1.58780 0.35318 1.22848 2.42 1.75 3.02 -0.04
O -1.99750 3.70959 -0.98870 1.55 4.23 0.81 0.02
H -2.69650 3.23013 -0.68393 -2.45 -2.66 0.64 -0.01
H -1.41119 3.35324 -1.59955 0.92 -1.60 -1.44 -0.01
O 0.00029 -3.22989 1.42715 1.48 -1.04 -2.13 -0.04
H -0.46630 -3.00724 2.17784 -1.57 0.71 2.64 -0.01
H 0.91227 -2.91040 1.53575 -0.66 -0.08 -0.11 0.03
O 1.35076 -1.67118 0.13449 -3.31 0.21 0.17 -0.10
H 0.43637 -1.80342 -0.35960 3.35 0.03 1.09 0.12
H 2.07474 -1.59782 -0.44519 0.90 -0.10 -1.57 0.00
O 0.36389 0.80696 -0.88803 -0.07 0.57 -2.63 -0.03
H -0.02635 1.02678 -0.06646 0.05 -0.06 1.42 0.01
H 1.03467 0.13186 -0.85680 -0.12 -0.22 0.87 0.00
O -0.21053 1.50633 -3.52448 -3.62 -1.95 -10.30 0.02
H -0.04555 1.68036 -2.72974 2.89 1.98 10.72 -0.15
H -1.18992 1.49140 -3.50414 0.78 -0.20 -0.54 0.07
```
Positions in Å, forces in eV/Å.

The spin multiplicity is 1. Its charge is 0. The HOMO energy comes out at -11.3 eV. The calculated total energy is -687.8380 a.u. As for the SMILES: O.O.O.O.O.O.O.O.O. As for the molar mass: 162.14 g mol⁻¹. The energy relative to the best compared isomer or geometry (same formula, charge and spin) is 117.84 kcal per mole.

---

Entry 2:
A cluster of 2 separate species, C2O2S2 in total at a distorted geometry. Source: the Open Molecules 2025 dataset; level of theory: ωB97M-V/def2-TZVPD.

XYZ file:
```
6
Properties=species:S:1:pos:R:3:forces:R:3:lowdin_charge:R:1
O -3.83565 0.28851 0.48603 -0.69 0.17 0.44 0.12
C -2.72013 0.11094 0.29857 0.03 -0.10 -0.51 -0.89
S -1.24054 -0.15029 -0.08178 0.68 -0.07 0.07 0.78
O 3.07770 1.53244 -1.36686 -0.52 1.84 -2.19 0.13
C 3.32727 0.75568 -0.58844 0.22 -1.01 1.52 -0.92
S 3.61816 -0.24656 0.54916 0.29 -0.83 0.67 0.78
```
Positions in Å, forces in eV/Å.

The spin multiplicity is 1. Its charge is 0. The HOMO energy comes out at -10.8 eV. The calculated total energy is -1023.1047 a.u. As for the SMILES: O=C=S.O=C=S. As for the molar mass: 120.15 g mol⁻¹. The energy relative to the best compared isomer or geometry (same formula, charge and spin) is 0.56 kcal per mole.

---

Entry 3:
A cluster of 2 separate species, CH3PS in total at a distorted geometry. Source: the Open Molecules 2025 dataset; level of theory: ωB97M-V/def2-TZVPD.

XYZ file:
```
6
Properties=species:S:1:pos:R:3:forces:R:3:lowdin_charge:R:1
C 1.54618 0.24637 0.01423 1.67 0.29 -1.00 -0.61
P -3.53736 -0.41632 0.11572 -2.59 0.68 0.44 0.47
S 0.03308 0.50646 0.43990 0.12 -0.09 0.79 0.58
H 1.71994 0.35029 -1.08071 0.34 -0.30 0.76 0.00
H 2.51973 0.06555 0.61348 -1.99 0.18 -0.53 0.05
H -2.28156 -0.75236 -0.10262 2.45 -0.75 -0.46 -0.48
```
Positions in Å, forces in eV/Å.

The spin multiplicity is 1. Its charge is 0. The HOMO energy (alpha / beta) comes out at -8.7 / -8.7 eV. The calculated total energy is -779.2747 a.u. As for the molar mass: 78.08 g mol⁻¹. The energy relative to the best compared isomer or geometry (same formula, charge and spin) is 87.57 kcal per mole.